Here is a 3-piece molecular cluster, C3H14NO3S overall in a non-equilibrium geometry from OMol25. Energies are from wB97M-V/def2-TZVPD.

## Properties
- Molar mass: 144.216 u
- Kohn-Sham gap: 10.31 eV
- Total charge: +1
- E_HOMO: -13.1889 eV
- ΔE to the lowest compared entry with this formula, charge and spin: 11.5 kcal per mole

Last column: natural (NBO) charge in e.
Atoms and positions in Å:
C: -1.716 -0.057 1.577  -0.080
O: -1.126 0.550 2.745  -0.736
C: -0.714 0.244 0.497  -0.099
C: -1.158 -0.266 -0.872  -0.561
S: -0.250 -1.675 -1.600  0.001
N: -0.459 1.728 0.422  -0.674
H: -1.944 -1.111 1.712  0.220
H: -2.645 0.485 1.374  0.179
H: -1.800 0.674 3.422  0.494
H: 0.262 -0.192 0.678  0.246
H: -2.175 -0.661 -0.913  0.256
H: -1.230 0.517 -1.629  0.235
H: 0.720 -1.013 -2.252  0.134
H: -0.831 2.123 -0.435  0.430
H: -0.902 2.208 1.146  0.438
H: 0.566 1.853 0.417  0.484
H: 2.870 1.851 -0.567  0.493
H: 1.969 0.706 -0.776  0.500
O: 1.969 1.689 -0.835  -0.979
H: 3.616 -1.096 -0.093  0.497
H: 2.277 -1.733 -0.304  0.495
O: 2.677 -0.879 -0.106  -0.974